[1]
Formula: C21H39N5O6PS2
Source: OMol25
Level of theory: the ωB97M-V functional and the def2-TZVPD basis

The geometry in XYZ format:
```
74
Properties=species:S:1:pos:R:3:forces:R:3
N 1.65243 -3.59286 5.47306 0.2 0.3 -2.3
P 0.95381 -2.89723 4.20590 0.2 -1.4 2.5
C 1.63790 -3.41756 2.51736 2.2 1.1 -4.0
C 2.37702 -2.14257 1.78303 0.3 1.3 0.9
C 1.42632 -0.85805 1.59429 0.6 1.1 -1.1
C 0.50406 -0.87235 0.26530 -0.9 -0.5 0.7
C -1.01949 -1.20719 0.77985 0.5 0.5 -0.2
C -1.86564 0.11286 1.15726 -0.6 -0.7 0.9
C -3.09923 -0.31392 2.15194 -0.7 0.5 -0.1
C -3.65073 -1.80629 1.89646 0.7 -0.7 0.3
S -5.42729 -1.84460 2.45985 -0.6 -1.1 -0.7
C -6.15821 -3.52626 2.27614 -1.0 -3.1 3.4
N -6.57089 -4.20884 3.50929 1.0 1.0 -5.6
N -7.12488 -5.41828 3.13720 0.9 1.1 -5.7
C -7.05321 -5.51809 1.68829 0.4 1.8 4.7
O -6.44698 -4.32778 1.13515 -0.8 -1.0 3.2
O 0.68482 -3.80020 1.44583 -0.2 -1.4 -0.7
S 1.32280 -4.79498 0.22114 2.1 -2.3 -1.4
O 0.66227 -6.15554 0.14963 1.7 5.1 0.6
O 1.69654 -4.10238 -1.06871 -2.0 -1.5 4.2
O 2.83816 -4.97961 0.99178 -2.2 1.7 0.3
C 2.78390 -4.54503 2.39952 0.7 -0.4 -0.3
N 2.67736 -5.84417 3.12232 -4.9 -0.7 1.3
C 1.44628 -6.19518 3.36715 -3.1 2.9 1.1
O 0.22298 -6.22156 3.67479 7.9 -0.8 -2.0
H 2.40686 -4.20206 5.11614 -0.4 0.1 0.7
H -0.46998 -3.20680 4.17186 0.8 0.6 -0.5
H 1.07969 -1.46206 4.42389 -0.5 -0.8 -1.0
H 2.79238 -2.41654 0.74295 -0.8 0.0 1.7
H 3.29855 -1.78413 2.40048 -1.6 -0.8 -0.8
H 2.13813 0.05987 1.48228 -1.1 -1.6 0.4
H 0.74196 -0.61189 2.47962 1.1 -0.5 -1.1
H 0.84282 -1.66423 -0.50680 -0.4 1.3 1.3
H 0.53627 0.16491 -0.24121 -0.1 -1.5 0.7
H -0.90086 -1.80799 1.76764 -0.4 0.8 -1.9
H -1.58439 -1.83739 -0.01128 0.9 1.0 1.5
H -1.23318 0.86056 1.77246 -0.8 -1.1 -1.2
H -2.30956 0.63540 0.23631 0.8 -0.8 1.2
H -2.79781 -0.20708 3.26932 -0.4 -0.3 -2.0
H -3.98805 0.42740 2.01482 1.6 -1.2 0.1
H -3.62388 -2.15158 0.80429 0.2 0.6 1.7
H -3.05772 -2.51792 2.58924 -0.9 0.9 -1.5
H -7.47231 -6.43330 1.12093 1.1 2.2 0.6
H 3.78468 -3.99604 2.62273 -1.7 -1.5 -0.3
C 2.48264 4.57890 -5.50717 0.0 -0.1 -0.1
C 0.96838 4.62840 -5.35230 0.0 -0.1 -0.1
C 0.49019 5.50406 -4.19438 -0.2 -0.1 -0.3
C 1.01600 5.22134 -2.78586 -0.2 0.1 -0.1
N 0.57263 3.91031 -2.12098 -0.2 -0.1 0.5
C 1.32239 2.67401 -2.61684 0.1 0.2 -0.2
C 2.62157 2.68781 -1.84614 0.2 0.0 -0.2
C 2.18201 3.06872 -0.44930 0.2 -0.2 0.7
C 0.96624 3.97244 -0.61764 -0.1 0.0 -0.2
C -0.92168 3.71272 -2.24657 0.5 0.1 -0.1
H 2.98264 4.22561 -4.60192 0.1 0.0 0.0
H 2.75361 3.89828 -6.31779 0.0 0.1 0.1
H 2.88021 5.56779 -5.75031 0.0 -0.1 0.1
H 0.55680 3.61909 -5.26575 0.0 0.0 0.0
H 0.54729 5.03200 -6.27960 -0.1 0.0 0.2
H -0.60465 5.51637 -4.19118 0.1 0.1 0.1
H 0.78002 6.53538 -4.43125 0.0 -0.1 0.3
H 0.63436 6.01916 -2.14074 0.1 -0.2 0.0
H 2.10698 5.26617 -2.74208 -0.1 -0.2 0.0
H 0.72461 1.79711 -2.35191 0.0 0.2 0.0
H 1.45563 2.70232 -3.69390 -0.2 0.1 0.0
H 3.31326 3.43233 -2.25003 -0.1 -0.1 -0.1
H 3.12676 1.72009 -1.87305 -0.1 0.1 -0.1
H 2.98196 3.56157 0.10817 -0.2 0.0 0.0
H 1.89989 2.17434 0.11557 0.0 0.1 -0.1
H 1.17672 5.00768 -0.34442 -0.2 -0.1 -0.2
H 0.12467 3.60973 -0.02218 0.0 0.2 -0.2
H -1.16433 3.53292 -3.29448 0.0 0.1 0.1
H -1.41949 4.60901 -1.87222 0.0 -0.1 -0.1
H -1.21099 2.84288 -1.65322 0.1 0.1 -0.1
```
Forces are in eV/Å.

E_LUMO = -0.09350 Ha
HOMO energy = -0.3880 Ha
net charge = +1
spin multiplicity = 1


[2]
Formula: C21H40Cl3EuN4O4Si
Source: OMol25
Level of theory: the ωB97M-V functional and the def2-TZVPD basis

The geometry in XYZ format:
```
74
Properties=species:S:1:pos:R:3:forces:R:3
C -1.68025 -2.14155 -3.04607 0.1 0.1 -0.3
C -1.15919 -2.89173 -1.86597 0.5 -0.5 1.2
H -1.72089 -2.76630 -3.94109 -0.1 0.1 0.0
H -1.04128 -1.27492 -3.25969 -0.1 -0.1 0.1
H -2.68771 -1.75344 -2.84544 0.2 -0.1 0.0
C -0.65373 -4.13247 -1.90570 -0.6 0.4 0.0
C -0.51399 -4.95353 -3.14653 0.3 -0.3 -0.3
H -0.36394 -4.63005 -0.97395 0.0 0.3 -0.2
H -0.31115 -4.33434 -4.03356 -0.2 -0.2 0.2
H -1.39282 -5.59012 -3.34320 0.2 0.2 0.0
H 0.34263 -5.62733 -3.02660 -0.1 0.0 -0.1
Eu 0.63580 1.02127 0.43341 -0.2 -1.2 -0.3
Cl -2.10400 1.28262 0.70063 -0.9 0.1 0.2
Cl 2.38509 3.04258 -0.04089 0.4 0.7 -0.2
H 0.49653 5.50360 4.51796 0.1 -0.1 0.0
H -1.64098 6.13508 3.42948 0.0 -0.1 -0.1
C 0.87238 5.08299 3.57892 -0.2 0.0 -0.1
C -1.27470 5.72041 2.48282 0.1 -0.2 -0.2
N -0.25703 4.70925 2.73848 0.2 0.9 0.4
H 1.46912 4.18875 3.76729 -0.1 0.2 -0.1
C -0.32413 3.50123 2.18312 0.7 -1.6 -0.1
O 0.45305 2.55707 2.43242 -1.1 1.6 0.1
H -2.11422 5.25795 1.95173 0.2 0.1 0.1
H -1.14925 3.36892 1.45703 0.2 0.0 0.4
H 1.48849 5.84807 3.08602 -0.1 -0.2 0.0
H -0.88744 6.55012 1.87468 0.0 -0.2 0.1
H 1.52543 -1.55324 -2.42345 0.2 0.2 0.2
H 2.08040 -4.04891 -1.08502 0.2 0.2 0.0
C 2.53520 -1.30352 -2.06703 -0.4 -0.1 -0.2
C 3.03651 -3.50268 -1.04437 -0.2 0.1 0.2
N 2.82649 -2.07364 -0.86713 0.6 0.0 0.2
H 2.59792 -0.22768 -1.86193 0.0 -0.4 0.0
C 2.95265 -1.49062 0.33747 -0.4 1.0 -0.6
O 2.73266 -0.28471 0.54755 0.8 -1.8 0.1
H 3.62876 -3.88934 -0.20598 -0.1 0.0 -0.2
H 3.27496 -2.20542 1.12577 -0.1 0.4 -0.1
H 3.26419 -1.59104 -2.83564 0.0 0.2 0.1
H 3.57713 -3.66320 -1.98428 0.0 -0.1 0.2
O -0.08941 -1.16078 -0.66639 1.0 0.4 0.1
C -1.09081 -2.05910 -0.55859 -0.3 0.3 0.3
C 0.21661 -3.25972 1.29540 0.1 -0.1 0.1
C -1.01069 -2.96286 0.70663 -0.2 0.0 -0.8
H 1.10383 -2.72029 0.95972 -0.5 -0.2 0.0
C 0.32127 -4.24700 2.27817 -0.2 0.3 -0.1
H -2.05193 -1.51319 -0.49383 -0.4 -0.2 0.2
C -2.16296 -3.60504 1.17250 0.3 -0.3 0.2
H 1.30431 -4.47697 2.69181 -0.2 0.0 0.0
C -0.81803 -4.92947 2.70644 -0.1 0.0 -0.2
C -2.06454 -4.59986 2.15556 0.0 0.2 -0.1
H -3.12615 -3.33800 0.71901 0.3 -0.2 0.2
H -0.72892 -5.72358 3.44969 -0.1 0.2 -0.1
H -2.96651 -5.12759 2.47614 0.3 0.1 0.0
Si -0.34893 3.45792 -2.87299 0.6 -0.8 -0.1
Cl 0.04166 1.37977 -2.42020 -0.4 1.0 -0.8
C 1.33199 4.22812 -3.17506 0.1 0.1 0.1
C -1.36256 4.14949 -1.46847 -0.1 0.1 0.2
C -1.28610 3.48930 -4.50074 -0.1 -0.1 0.0
H 2.07861 3.83159 -2.46939 -0.3 0.1 -0.1
H 1.29479 5.31759 -3.03591 0.0 -0.1 0.0
H 1.66657 4.03269 -4.20486 -0.1 0.0 0.2
H -0.61800 3.11589 -5.29143 -0.2 0.1 0.1
H -1.59680 4.51815 -4.75223 0.2 -0.3 0.1
H -2.18395 2.85756 -4.47459 0.2 0.1 0.0
H -1.31684 3.48083 -0.60065 0.0 0.1 -0.2
H -2.42709 4.22532 -1.73051 0.3 0.0 0.0
H -0.99228 5.14163 -1.17387 -0.1 -0.2 -0.1
N 0.63095 -0.66449 4.67961 0.1 0.1 0.4
C -0.08695 -0.25062 3.58013 0.7 -0.2 -1.7
N -1.34450 0.16850 3.81604 0.0 0.0 0.1
O 0.41940 -0.32945 2.43874 -0.7 -0.1 2.3
H 0.31760 -0.36527 5.59474 0.1 0.0 -0.3
H 1.62971 -0.63369 4.53998 -0.1 -0.1 0.0
H -1.88443 0.52086 3.02952 0.1 0.0 -0.1
H -1.69765 0.21166 4.75864 0.0 0.0 -0.3
```
Forces are in eV/Å.

E_LUMO (alpha / beta) = 0.09274 / 0.09269 Ha
HOMO energy (alpha / beta) = -0.0834 / -0.1519 Ha
net charge = -1
energy above the lowest of the compared OMol25 structures with the same formula, charge and spin = 0.0 kcal/mol
expectation value of S² = 15.76
spin multiplicity = 8


[3]
Formula: C21H40F3NO24S2
Source: OMol25
Level of theory: the ωB97M-V functional and the def2-TZVPD basis

The geometry in XYZ format:
```
91
Properties=species:S:1:pos:R:3:forces:R:3
C 1.16905 2.01967 1.75071 -0.3 1.3 -0.1
S 1.16949 0.12316 1.54040 5.1 -2.2 6.9
O 0.90380 -0.42751 2.99626 0.0 2.2 -5.7
O 2.60322 -0.24818 1.10737 -5.2 1.3 -0.1
N -0.11803 -0.48203 0.54998 0.9 -0.8 -3.9
C 0.33664 -1.31144 -0.62549 5.1 -6.5 2.1
O 1.16960 -2.38133 -0.48938 -6.2 8.0 -0.8
O -0.13811 -1.10998 -2.03404 1.9 2.7 1.9
S 0.31557 0.40596 -2.64228 -7.4 6.0 -2.1
O 0.15202 1.60082 -1.67611 1.8 -5.1 -2.0
O -0.66281 0.69685 -3.84680 4.9 -2.5 4.4
C 2.04586 0.50382 -3.36257 4.3 0.7 -2.6
F 3.13997 0.20628 -2.40740 -4.2 0.8 -3.5
F 2.14265 -0.33252 -4.60207 -0.2 2.8 4.8
F 2.20219 1.93292 -3.83254 -0.8 -5.2 1.9
H 2.30471 2.37307 1.70001 -2.5 -1.2 -0.1
H 0.75485 2.28659 2.82880 0.7 -1.0 -2.4
H 0.51991 2.52672 0.91931 1.3 -1.0 1.5
H -0.84313 0.22641 0.30551 0.7 -0.5 0.2
C -3.30585 0.63663 -4.86450 0.3 0.5 0.1
O -4.03415 -0.45249 -5.42813 -1.2 -0.4 0.4
C -5.23190 -0.68916 -4.83591 0.0 0.3 0.2
O -5.70502 -0.06410 -3.89969 0.6 -0.9 -1.2
O -5.81202 -1.74176 -5.46583 0.6 0.8 0.4
C -7.08851 -2.10660 -4.94467 -0.5 -0.2 0.2
H -2.36593 0.73531 -5.41442 -0.4 -0.3 0.0
H -3.86602 1.57134 -4.96977 0.0 -0.2 0.2
H -3.07084 0.44097 -3.81328 -0.2 0.1 -0.3
H -7.79991 -1.28161 -5.05317 0.2 -0.1 0.2
H -7.00474 -2.41198 -3.89667 -0.1 0.2 -0.1
H -7.45862 -2.95802 -5.52232 0.3 0.2 0.0
C 4.78161 -2.16432 0.86502 -0.3 0.5 0.0
O 5.42555 -3.42849 0.71838 -0.3 -1.1 0.3
C 4.67389 -4.48704 1.11315 -0.6 0.3 0.2
O 3.54000 -4.43346 1.56310 1.7 -0.2 -0.7
O 5.40244 -5.61551 0.92055 -0.3 0.8 0.1
C 4.73251 -6.81757 1.29525 -0.2 -0.4 0.1
H 5.47290 -1.39079 0.51951 0.1 -0.4 0.0
H 3.87747 -2.11783 0.24945 0.1 -0.1 0.3
H 4.54596 -1.97081 1.91649 -0.2 -0.1 -0.3
H 3.82645 -6.95716 0.69689 0.1 0.1 0.2
H 4.49494 -6.81013 2.36393 -0.1 0.1 -0.2
H 5.40682 -7.65560 1.09880 0.1 0.4 -0.1
C -5.73680 1.81592 -0.58705 -0.5 0.0 -0.5
O -4.54485 1.82847 0.19614 0.2 0.0 1.2
C -4.75679 1.79270 1.53598 -0.7 0.0 0.1
O -5.84462 1.75255 2.08919 1.7 0.1 -0.8
O -3.54867 1.80935 2.15362 -0.7 0.0 -0.7
C -3.61722 1.77536 3.57780 0.0 0.0 0.6
H -5.44878 1.84706 -1.64141 0.2 -0.1 0.3
H -6.30403 0.89601 -0.41220 0.0 0.3 0.1
H -6.34970 2.69705 -0.37136 0.1 -0.3 0.1
H -4.09966 0.85385 3.91917 0.0 0.3 -0.1
H -4.14533 2.65490 3.96002 0.0 -0.3 -0.1
H -2.59512 1.79252 3.96586 -0.1 0.0 -0.4
C 8.60981 4.79237 -2.34515 0.2 0.4 0.3
O 8.07583 3.76207 -3.17438 -1.0 -0.3 0.0
C 6.75060 3.53181 -2.99517 -0.2 0.2 0.3
O 6.02048 4.11763 -2.21110 1.0 -0.8 -1.1
O 6.37852 2.53681 -3.83948 0.5 0.7 0.6
C 4.99854 2.18535 -3.76022 -0.3 0.0 0.1
H 9.67483 4.89109 -2.57229 -0.3 -0.2 -0.2
H 8.12256 5.74966 -2.55666 0.0 -0.2 0.2
H 8.50625 4.52918 -1.28752 -0.1 0.1 -0.2
H 4.36691 3.03835 -4.02833 0.2 -0.1 0.2
H 4.75061 1.81788 -2.75918 0.1 0.3 -0.2
H 4.81288 1.38113 -4.47740 0.4 0.2 0.0
C 2.73261 1.56085 6.51947 0.2 -0.6 0.2
O 2.32332 2.76946 5.88226 -0.2 1.0 0.4
C 2.13427 3.81155 6.73060 0.1 -0.1 0.6
O 2.28332 3.78608 7.94228 -0.2 0.1 -1.8
O 1.75067 4.88685 5.99719 0.3 -0.9 0.3
C 1.51410 6.06593 6.76396 -0.1 0.5 0.3
H 2.85392 0.79605 5.74747 -0.1 0.4 -0.1
H 3.69490 1.69682 7.02352 -0.3 0.0 0.0
H 1.96909 1.21911 7.22574 0.2 0.2 0.0
H 2.42764 6.38204 7.27776 -0.2 -0.2 0.0
H 0.70183 5.90433 7.47998 0.3 0.0 0.0
H 1.21335 6.86137 6.07665 0.1 -0.4 -0.1
C -4.44627 -3.56865 -2.46070 0.4 0.3 -0.3
O -5.46934 -4.32246 -1.81310 0.0 -0.3 1.0
C -5.18293 -4.66714 -0.53227 0.4 0.1 0.3
O -4.15962 -4.38962 0.07341 -1.5 -0.4 -0.9
O -6.23235 -5.37411 -0.04214 0.7 0.6 -0.6
C -6.06970 -5.80631 1.30727 0.0 -0.2 0.5
H -4.78137 -3.34823 -3.47792 -0.2 -0.2 0.2
H -4.27770 -2.62011 -1.94069 0.1 -0.2 0.0
H -3.51950 -4.14830 -2.52148 -0.1 0.2 0.2
H -5.96607 -4.94728 1.97793 0.2 -0.2 -0.2
H -5.20788 -6.47546 1.39713 -0.1 0.3 0.0
H -6.96703 -6.36091 1.59500 0.1 0.2 -0.3
```
Forces are in eV/Å.

E_LUMO = -0.08525 Ha
HOMO energy = -0.3871 Ha
SMILES = CS(=O)(=O)NC(=O)OS(=O)(=O)C(F)(F)F.COC(=O)OC.COC(=O)OC.COC(=O)OC.COC(=O)OC.COC(=O)OC.COC(=O)OC
net charge = 0
spin multiplicity = 1


| no. | DFT total energy (hartree) |
| --- | --- |
| 1 | -2685.93206 |
| 2 | -3724.90912 |
| 3 | -3780.39179 |